ORCA calculation (ωB97M-V with the def2-TZVPD basis set) on a gas-phase ion, C9H10ClN2O (charge +1) at a distorted geometry.

Positions of all 23 atoms, in Å:
1 H 0.745233 0.048700 2.401271
2 C -1.936611 -0.598980 1.053287
3 C -0.126624 -1.542301 0.214760
4 C 1.717646 1.531827 1.235226
5 C 1.667454 1.394627 -1.170348
6 C 2.044115 2.025007 0.004109
7 Cl -3.737655 1.136246 -0.027714
8 C -2.522688 -0.079886 -0.293313
9 H -0.037055 -3.292031 -0.783559
10 H 2.095386 1.865192 -1.996763
11 H -1.328455 0.346202 1.369618
12 H 1.305622 -2.267892 -1.016720
13 H -2.768670 -0.786300 1.783118
14 C 0.969406 0.210159 -1.072701
15 N -1.993978 -0.486299 -1.346441
16 C 0.934808 0.423128 1.342624
17 N 0.454731 -2.478016 -0.483653
18 H 0.824037 -0.197014 -2.057462
19 C 0.521088 -0.255870 0.181982
20 O -1.226907 -1.808219 0.825006
21 H 2.656209 2.917331 -0.192285
22 H 2.104122 1.955678 2.220100
23 H -2.361225 -0.061300 -2.190149

Cartesian forces, eV/Å:
H -0.1 0.2 -1.7
C -2.4 2.6 0.5
C 1.1 -0.7 -1.5
C 0.9 1.1 2.4
C 0.1 -0.3 2.7
C 0.8 1.3 -1.1
Cl 0.2 -0.2 -0.3
C 0.5 -0.7 1.3
H -0.5 -0.7 0.2
H 0.0 0.0 -1.9
H -0.9 -2.3 0.0
H -0.5 0.0 0.7
H 1.0 0.0 -0.7
C 0.2 0.8 -0.5
N -0.5 0.1 -0.2
C -0.6 -1.5 1.2
N 0.5 -0.1 -0.5
H -0.8 -1.0 0.2
C 1.6 1.0 -0.3
O 0.2 0.7 0.5
H -0.2 -0.3 0.9
H -0.5 -0.3 -1.7
H -0.1 0.1 -0.2

E_HOMO   -13.65 eV
Gap between HOMO and LUMO   9.614 eV
Molar mass   197.6 g mol⁻¹
E_tot   -993.62041 Ha
Charge   +1
LUMO energy   -0.1482 hartree
Relative energy (zero: lowest compared OMol25 entry of this formula, charge and spin)   0.0 kJ/mol